Here is a structure of composition C5H9N2O at a distorted geometry from the Open Molecules 2025 dataset. Energies are from wB97M-V/def2-TZVPD.

Properties
E_HOMO	-14.6	eV
HOMO-LUMO gap	11.73	eV
max |F|	6.92	eV Å⁻¹
LUMO	-2.9	eV
ΔE to the lowest compared entry with this formula, charge and spin	81.2	kcal per mole

Geometry as ORCA input:
```
! RIJCOSX wB97M-V def2-TZVPD def2/J DEFGRID3
* xyz 1 1
C 0.19069 0.14283 -1.00089
C -1.45476 0.25591 1.78510
C -0.27104 1.05524 2.20390
C -0.32700 0.50426 0.84984
C 1.13637 -1.28168 -2.38589
N -0.48224 1.16144 -0.45391
N 0.42572 -0.48997 0.16853
O 0.34665 -0.11603 -2.23742
H -1.49633 -0.81230 2.08175
H -2.36935 0.87097 1.69752
H -0.43727 2.06163 2.28033
H 0.50069 0.62688 2.86877
H 1.46771 -1.28540 -3.51793
H 0.65422 -2.08366 -2.01014
H 2.21779 -1.28478 -1.88330
H -1.19125 1.83151 -0.72074
H 1.08942 -1.15685 0.27448
*
```

Results of the Mulliken charge analysis, in e, for atoms 1 through 6: atom 1 (C): 0.571, atom 2 (C): -0.671, atom 3 (C): -0.593, atom 4 (C): 0.699, atom 5 (C): -0.859, atom 6 (N): -0.229



Here is the ion C5H9N2O with charge +1 at a distorted geometry from the Open Molecules 2025 dataset. Energies are from wB97M-V/def2-TZVPD.

Properties
E_HOMO	-15.0	eV
SMILES	CO[n+]1cccn1C
HOMO-LUMO gap	9.81	eV
max |F|	5.87	eV Å⁻¹
LUMO	-5.2	eV
ΔE to the lowest compared entry with this formula, charge and spin	123.1	kcal per mole

Geometry as ORCA input:
```
! RIJCOSX wB97M-V def2-TZVPD def2/J DEFGRID3
* xyz 1 1
C -2.44042 -0.12239 -0.44708
O -1.62552 0.06229 0.65319
N -0.04240 -0.48517 0.49392
C 0.53222 -1.70522 0.56083
C 1.86851 -1.52469 0.17344
C 1.95194 -0.14518 -0.03599
N 0.81104 0.44449 0.25260
C 0.50442 1.83289 0.15341
H -1.95260 0.34464 -1.27561
H -3.41195 0.19991 -0.18985
H -2.76235 -1.21108 -0.74511
H -0.10521 -2.57925 0.65853
H 2.51532 -2.30409 -0.11240
H 2.79756 0.52404 -0.44509
H 0.10264 2.02881 -0.79519
H -0.23509 2.16114 0.84628
H 1.49188 2.47885 0.25412
*
```

Results of the Mulliken charge analysis, in e, for atoms 1 through 6: atom 1 (C): -0.456, atom 2 (O): -0.285, atom 3 (N): 0.112, atom 4 (C): -0.182, atom 5 (C): -0.823, atom 6 (C): 0.143



Here is the ion C5H9N2O with charge +1 at a distorted geometry from the Open Molecules 2025 dataset. Energies are from wB97M-V/def2-TZVPD.

Properties
E_HOMO	-13.8	eV
SMILES	C=C[C@@H]1CC(=[NH2+])NO1
HOMO-LUMO gap	10.69	eV
max |F|	2.91	eV Å⁻¹
LUMO	-3.1	eV
ΔE to the lowest compared entry with this formula, charge and spin	66.4	kcal per mole

Geometry as ORCA input:
```
! RIJCOSX wB97M-V def2-TZVPD def2/J DEFGRID3
* xyz 1 1
C -3.11417 -0.01105 0.03827
C -1.88127 0.20738 0.46694
C -0.72573 0.23836 -0.44913
C 0.37300 -0.79073 -0.21279
C 1.63973 -0.02222 0.01614
N 2.82298 -0.59385 0.16444
N 1.41235 1.25688 0.07601
O 0.14807 1.68495 -0.11050
H -3.93991 -0.06721 0.72473
H -3.34881 -0.16659 -1.00223
H -1.66064 0.36273 1.51317
H -0.99909 0.39510 -1.48978
H 0.46815 -1.47238 -1.06112
H 0.15162 -1.38421 0.68180
H 2.92852 -1.58733 0.03337
H 3.65818 -0.05710 0.33708
H 2.06703 2.00728 0.27359
*
```

Results of the Mulliken charge analysis, in e, for atoms 1 through 6: atom 1 (C): -0.738, atom 2 (C): -0.234, atom 3 (C): 0.110, atom 4 (C): -0.697, atom 5 (C): 0.523, atom 6 (N): -0.385



Here is the ion C5H9N2O2S with charge +1 at a distorted geometry from the Open Molecules 2025 dataset. Energies are from wB97M-V/def2-TZVPD.

Properties
E_HOMO	-12.9	eV
HOMO-LUMO gap	9.10	eV
max |F|	5.41	eV Å⁻¹
LUMO	-3.8	eV
ΔE to the lowest compared entry with this formula, charge and spin	49.1	kcal per mole

Geometry as ORCA input:
```
! RIJCOSX wB97M-V def2-TZVPD def2/J DEFGRID3
* xyz 1 1
C -0.35535 -0.15673 2.18275
C 0.71357 -0.64025 1.46447
C -0.16997 0.88570 0.10213
C 1.74808 -0.57191 -0.72659
C -1.89120 0.55701 -1.71125
N 0.75208 -0.04330 0.23678
N -0.95002 0.81855 1.45117
O 0.52870 1.29556 -2.41860
O 1.58334 -1.60023 1.73246
S -0.46415 1.76418 -1.48157
H -0.73364 -0.37697 3.08582
H 2.20759 -1.54188 -0.36364
H 1.20430 -0.82947 -1.72750
H 2.58868 0.09418 -0.94119
H -2.22607 0.23794 -0.73597
H -1.42779 -0.18924 -2.25328
H -2.74600 0.90576 -2.23293
H -1.83890 1.36251 1.68132
H 1.47673 -1.97140 2.65564
*
```

Results of the Mulliken charge analysis, in e, for atoms 1 through 6: atom 1 (C): -0.597, atom 2 (C): 0.502, atom 3 (C): -0.013, atom 4 (C): -0.775, atom 5 (C): -0.917, atom 6 (N): 0.279



Here is a structure of composition C5H9N2O5 at a distorted geometry from the Open Molecules 2025 dataset. Energies are from wB97M-V/def2-TZVPD.

Properties
E_HOMO	-3.6	eV
HOMO-LUMO gap	6.25	eV
max |F|	7.84	eV Å⁻¹
LUMO	2.6	eV
ΔE to the lowest compared entry with this formula, charge and spin	121.9	kcal per mole

Geometry as ORCA input:
```
! RIJCOSX wB97M-V def2-TZVPD def2/J DEFGRID3
* xyz -1 1
C -1.90808 -1.40318 -1.43013
C 1.95549 0.02948 0.34764
C 0.54156 -0.28748 0.74344
C -1.86074 0.20817 -0.21921
C -0.37808 0.65943 -0.11086
N -1.47377 -2.50259 -0.94321
N -0.32934 2.07464 0.33244
O -1.73137 -3.46797 -1.81063
O -0.90510 -2.72516 0.12780
O -0.86478 2.81274 -0.50280
O 0.08814 2.42255 1.41241
O -2.83822 1.16821 -0.40823
H -2.44597 -1.37547 -2.28255
H 2.09713 0.97180 0.02456
H 2.60510 -0.09197 1.14405
H 2.45976 -0.64453 -0.38266
H 0.36909 -1.31036 0.53229
H 0.45858 -0.32101 1.91782
H -2.00814 -0.36034 0.77239
H -0.09222 0.63048 -1.24051
H -2.26419 1.93924 -0.56140
*
```

Results of the Mulliken charge analysis, in e, for atoms 1 through 6: atom 1 (C): -0.727, atom 2 (C): -1.568, atom 3 (C): 0.113, atom 4 (C): -0.422, atom 5 (C): 0.130, atom 6 (N): 0.855



Here is the ion C5H9N2O5P with charge -2 at a distorted geometry from the Open Molecules 2025 dataset. Energies are from wB97M-V/def2-TZVPD.

Properties
E_HOMO (spin up / spin down)	0.2 / 0.2	eV
HOMO-LUMO gap (spin up / spin down)	6.08 / 6.08	eV
max |F|	3.07	eV Å⁻¹
LUMO (spin up / spin down)	6.3 / 6.3	eV
ΔE to the lowest compared entry with this formula, charge and spin	55.2	kcal per mole

Geometry as ORCA input:
```
! RIJCOSX wB97M-V def2-TZVPD def2/J DEFGRID3
* xyz -2 1
C -1.27922 1.17943 0.64485
C 0.80607 -0.83099 -1.61598
C 1.18085 0.74922 -1.27637
C 0.15634 0.73480 0.95346
C -1.58176 -1.18592 -1.49007
N -0.24092 -1.33393 -0.86414
N 1.21279 0.77161 0.13861
O -2.07512 0.68700 1.47691
O 2.11298 -0.07531 2.69108
O 0.36164 1.47064 3.59989
O -1.53084 1.91203 -0.34256
O -0.28675 -0.92748 2.86408
P 0.71280 0.39717 2.66457
H 0.62914 -0.84261 -2.75445
H 1.86474 -1.33468 -1.32028
H 2.09886 1.02758 -1.81788
H 0.48526 1.39015 -1.79782
H -2.05553 -2.05615 -1.08854
H -2.09234 -0.19527 -1.25991
H -1.32938 -1.15482 -2.57492
H 2.04285 0.23966 0.56360
H -1.19246 -0.62211 2.60586
*
```

Results of the Mulliken charge analysis, in e, for atoms 1 through 6: atom 1 (C): 0.554, atom 2 (C): -0.592, atom 3 (C): -0.851, atom 4 (C): 0.191, atom 5 (C): -0.812, atom 6 (N): -0.485



Here is a cluster of 2 separate species, C5H9N2S in total at a distorted geometry from the Open Molecules 2025 dataset. Energies are from wB97M-V/def2-TZVPD.

Properties
E_HOMO (spin up / spin down)	-13.3 / -13.1	eV
HOMO-LUMO gap (spin up / spin down)	8.54 / 8.46	eV
max |F|	3.45	eV Å⁻¹
LUMO (spin up / spin down)	-4.7 / -4.6	eV
ΔE to the lowest compared entry with this formula, charge and spin	157.7	kcal per mole

Geometry as ORCA input:
```
! RIJCOSX wB97M-V def2-TZVPD def2/J DEFGRID3
* xyz 1 1
C 0.62526 -0.72916 -1.43347
C 1.82649 -1.21054 0.28370
C 0.73729 0.50195 -0.49162
C -1.77005 2.49956 0.35490
C -1.42637 -1.07065 0.47856
N 1.32626 -1.71371 -0.80359
N 1.50177 0.10325 0.54601
S -1.03570 -0.10235 -0.91810
H 0.76833 -0.70113 -2.47028
H 2.55426 -1.74473 1.00797
H 0.80323 1.52836 -0.73644
H -2.69683 2.98657 0.53456
H -1.02343 3.08784 -0.09071
H -1.17388 -0.69995 1.46947
H -2.40517 -1.49108 0.59723
H -0.59329 -1.84210 0.37333
H 1.98183 0.59786 1.29849
*
```

Results of the Mulliken charge analysis, in e, for atoms 1 through 6: atom 1 (C): -0.101, atom 2 (C): -0.110, atom 3 (C): -0.295, atom 4 (C): -0.499, atom 5 (C): -0.876, atom 6 (N): -0.520